# C4H10O2

C4H10O2 as an isolated structure (ωB97M-V/def2-TZVPD, the OMol25 dataset).

Last column: Löwdin charge in e.
Atoms and positions in Å:
1 C 2.36213 -0.86743 -0.28555  -0.08
2 O 1.52992 0.12776 0.35602  -0.21
3 C 0.07492 0.58925 -0.38988  0.00
4 C -0.91176 0.43895 0.72024  -0.52
5 C -2.25430 0.40521 -0.11631  -0.05
6 O -0.48637 -0.67709 1.40736  -0.14
7 H 1.75694 -1.55522 -0.88501  0.09
8 H 3.09151 -0.36112 -0.92063  0.08
9 H 2.92827 -1.48474 0.43856  0.10
10 H -0.03313 -0.22899 -1.09810  0.11
11 H 0.05969 1.58825 -0.85255  0.13
12 H -1.00187 1.34260 1.36371  0.15
13 H -3.02242 0.18315 0.61405  0.07
14 H -2.28442 -0.37243 -0.89484  0.08
15 H -2.51150 1.36996 -0.60045  0.08
16 H 0.70239 -0.49811 1.14339  0.12

Computed properties:
Relative energy (zero: lowest compared OMol25 entry of this formula, charge and spin) ... 3.1249 eV


# C4H10O2

A 2-piece molecular cluster, C4H10O2 overall (ωB97M-V/def2-TZVPD, the OMol25 dataset).

Last column: Löwdin charge in e.
Atoms and positions in Å:
1 C -1.79378 0.02653 0.30264  -0.06
2 C -0.34973 0.35319 0.37562  -0.03
3 O 0.19933 -1.32279 1.63866  -0.10
4 C 0.31933 0.90890 -0.86316  -0.17
5 C 1.66466 0.20628 -0.83204  -0.36
6 O 1.28903 -1.07439 -0.46348  -0.25
7 H -2.19014 -0.40224 1.22237  0.09
8 H -2.29834 0.98737 0.10776  0.11
9 H -2.00476 -0.62046 -0.55397  0.10
10 H 0.00978 0.77081 1.30954  0.13
11 H -0.34280 -2.08509 1.38547  0.06
12 H 0.30438 2.01151 -0.80088  0.13
13 H -0.23765 0.59311 -1.75091  0.12
14 H 2.34346 0.71387 -0.11543  0.11
15 H 2.16737 0.23377 -1.81400  0.11
16 H 0.91986 -1.30036 0.85180  0.01

Computed properties:
Relative energy (zero: lowest compared OMol25 entry of this formula, charge and spin) ... 4.2436 eV